No. 1
The following is a quantum chemistry calculation of a structure of composition C52H71GeKN4O6P2, from the Open Molecules 2025 dataset.

Atoms and positions in Å:
1 K -0.6331 0.0104 -0.0291
2 C -0.7719 -1.0030 -3.4930
3 C -2.1049 -0.9979 -2.7527
4 C -2.3188 -2.2478 -1.8855
5 N -1.2328 -2.3550 -0.9378
6 C -1.2276 -3.2916 -0.0458
7 C -2.3081 -4.2209 0.1534
8 C -2.3504 -5.4301 0.8251
9 C -1.3443 -6.1614 1.4478
10 C -0.0200 -5.7307 1.6037
11 C 0.5655 -4.5102 1.3631
12 C -0.0016 -3.2762 0.8630
13 N 0.5069 -2.1072 1.0691
14 C 1.6718 -1.9584 1.9234
15 C 2.2702 -0.5440 1.8177
16 C 3.2447 -0.3527 0.6455
17 N 2.5567 0.2043 -0.5023
18 C 3.1134 0.1914 -1.6805
19 C 4.4396 -0.2962 -1.8985
20 C 5.2178 -0.4013 -3.0335
21 C 4.9693 -0.0309 -4.3504
22 C 3.8012 0.5712 -4.8046
23 C 2.6400 0.9080 -4.1416
24 C 2.2180 0.7462 -2.7809
25 N 1.0411 1.0960 -2.3524
26 C -0.0087 1.4603 -3.2909
27 C -0.4585 0.3098 -4.2175
28 H 0.0268 -1.2214 -2.7817
29 H -0.7733 -1.8245 -4.2171
30 H -2.1603 -0.1163 -2.1043
31 H -2.9232 -0.9133 -3.4803
32 H -3.2955 -2.1607 -1.3849
33 H -2.3841 -3.1382 -2.5320
34 H -3.2375 -3.9265 -0.3201
35 H -3.3269 -5.9106 0.8152
36 H -1.5970 -7.1464 1.8210
37 H 0.6560 -6.4720 2.0248
38 H 1.6107 -4.4429 1.6377
39 H 1.3899 -2.1627 2.9672
40 H 2.4718 -2.6728 1.6867
41 H 1.4579 0.1818 1.6939
42 H 2.7858 -0.3203 2.7580
43 H 4.0880 0.2875 0.9496
44 H 3.6804 -1.3309 0.4039
45 H 4.9287 -0.6468 -1.0005
46 H 6.1985 -0.8366 -2.8569
47 H 5.7554 -0.2067 -5.0747
48 H 3.7990 0.8310 -5.8608
49 H 1.9081 1.4070 -4.7643
50 H -0.8681 1.7715 -2.6812
51 H 0.2436 2.3344 -3.9131
52 H -1.3363 0.6537 -4.7802
53 H 0.3243 0.1123 -4.9490
54 C -0.6760 5.6080 2.7438
55 C -0.9750 4.1793 2.3765
56 C -1.1414 3.2650 3.5728
57 O -2.2420 4.1954 1.6306
58 P -2.5987 3.0176 0.6409
59 O -1.4338 2.2064 0.2287
60 C -3.9235 2.0852 1.4574
61 P -3.8896 0.3679 0.9086
62 O -2.6335 -0.2764 1.2988
63 O -4.1070 0.4513 -0.6502
64 C -5.3891 0.5621 -1.3292
65 C -5.1701 1.4733 -2.5137
66 C -5.8622 -0.8216 -1.7263
67 O -5.2331 -0.3292 1.3567
68 C -5.5983 -0.7889 2.6899
69 C -4.4139 -0.9463 3.6282
70 C -6.6572 0.1530 3.2191
71 O -3.4062 3.7329 -0.5160
72 C -2.7244 4.7943 -1.2645
73 C -2.8124 4.4579 -2.7323
74 C -3.3705 6.1110 -0.9023
75 H 0.2494 5.6464 3.3181
76 H -1.4893 6.0234 3.3457
77 H -0.5478 6.2225 1.8499
78 H -0.2010 3.7927 1.7162
79 H -1.9690 3.6128 4.1993
80 H -0.2269 3.2669 4.1658
81 H -1.3343 2.2347 3.2597
82 H -4.8771 2.5671 1.2381
83 H -3.7262 2.1101 2.5304
84 H -6.1066 1.0133 -0.6385
85 H -4.3756 1.0700 -3.1450
86 H -4.8839 2.4719 -2.1881
87 H -6.0888 1.5354 -3.1012
88 H -5.2406 -1.2164 -2.5322
89 H -6.8967 -0.7670 -2.0730
90 H -5.8126 -1.5091 -0.8833
91 H -6.0361 -1.7725 2.5221
92 H -4.0258 0.0247 3.9487
93 H -3.6058 -1.5072 3.1621
94 H -4.7427 -1.4843 4.5188
95 H -6.2302 1.1422 3.4060
96 H -7.0603 -0.2290 4.1591
97 H -7.4751 0.2554 2.5049
98 H -1.6758 4.8006 -0.9706
99 H -3.8533 4.4445 -3.0638
100 H -2.3616 3.4863 -2.9381
101 H -2.2728 5.2132 -3.3065
102 H -4.4186 6.1178 -1.2123
103 H -2.8512 6.9256 -1.4113
104 H -3.3188 6.2830 0.1727
105 C 0.8775 4.1635 -1.1798
106 Ge 2.0974 2.8790 -0.2760
107 C 3.8398 3.1548 -1.1459
108 C 5.0035 2.9753 -0.3909
109 C 6.2616 3.0846 -0.9675
110 C 6.3817 3.3652 -2.3238
111 C 5.2386 3.5402 -3.0915
112 C 3.9815 3.4377 -2.5049
113 C 2.5559 3.7735 1.4888
114 C 2.5556 2.9949 2.6205
115 C 2.8444 3.5199 3.9070
116 C 3.1095 4.8459 4.0618
117 C 3.1428 5.7024 2.9289
118 C 3.4376 7.0840 3.0674
119 C 3.5146 7.8978 1.9747
120 C 3.3158 7.3599 0.6810
121 C 3.0156 6.0376 0.5222
122 C 2.8903 5.1642 1.6402
123 H 1.3921 4.6774 -1.9972
124 H 0.5104 4.9099 -0.4679
125 H 0.0394 3.6026 -1.5933
126 H 4.9256 2.7506 0.6690
127 H 7.1489 2.9453 -0.3608
128 H 7.3608 3.4314 -2.7827
129 H 5.3232 3.7344 -4.1546
130 H 3.1011 3.5584 -3.1271
131 H 2.3216 1.9415 2.5386
132 H 2.8423 2.8609 4.7680
133 H 3.3092 5.2649 5.0425
134 H 3.6119 7.4801 4.0629
135 H 3.7439 8.9502 2.0935
136 H 3.4154 7.9984 -0.1882
137 H 2.8905 5.6250 -0.4703

Net charge: -1
Energy above the lowest of the compared OMol25 structures with the same formula, charge and spin in eV: 0.7040
Spin multiplicity: 2
E_HOMO (spin up / spin down) in eV: -3.01 / -3.18
Orbital gap (spin up / spin down) in eV: 4.82 / 4.99

---

No. 2
The following is a quantum chemistry calculation of a cluster of 12 separate species, C52H72O8S4 in total, from the Open Molecules 2025 dataset.

Atoms and positions in Å:
1 C 1.8795 0.1440 6.0962
2 S 0.2777 -0.2643 6.8514
3 O -0.7239 0.6431 6.2689
4 C -0.3331 -1.8692 6.0887
5 H 2.0615 1.1197 6.5468
6 H 1.6968 0.2605 5.0280
7 H 2.5577 -0.5732 6.5586
8 H -0.4691 -1.8142 5.0086
9 H -1.3528 -2.1106 6.3889
10 H 0.2863 -2.7415 6.2973
11 C -0.1442 0.8642 1.6140
12 S 1.0249 0.3065 0.2222
13 O 0.3293 -0.7784 -0.6049
14 C 0.9848 1.8105 -0.7976
15 H -0.1767 0.2234 2.4951
16 H -1.1707 0.7201 1.2770
17 H -0.0857 1.9105 1.9140
18 H 1.4891 2.6008 -0.2416
19 H -0.0660 2.0888 -0.8782
20 H 1.3464 1.6077 -1.8057
21 C -2.9371 2.4724 4.0642
22 S -4.3753 2.8830 5.1542
23 O -5.5911 3.0840 4.1932
24 C -4.6890 1.1550 5.8304
25 H -2.1964 2.5087 4.8631
26 H -2.9651 3.3535 3.4232
27 H -2.9876 1.5879 3.4292
28 H -4.8255 0.3613 5.0960
29 H -5.6101 1.0960 6.4102
30 H -3.8718 0.9041 6.5067
31 C 5.4801 3.5965 -0.6586
32 S 3.8624 3.8421 0.2342
33 O 3.6397 5.3195 0.4592
34 C 4.3178 3.2049 1.9308
35 H 5.5056 4.0108 -1.6664
36 H 5.5313 2.5172 -0.8025
37 H 6.3678 3.8783 -0.0922
38 H 4.7231 4.1343 2.3309
39 H 5.1225 2.4698 1.9298
40 H 3.4221 2.8562 2.4449
41 C -0.0112 -4.1795 -2.0342
42 C -0.0732 -5.3587 -2.6603
43 C -0.7224 -5.5000 -3.8458
44 C -1.1915 -4.3901 -4.5225
45 C -1.1130 -3.1820 -3.8595
46 C -0.5449 -3.0471 -2.6544
47 H 0.5014 -4.1836 -1.0836
48 H 0.4079 -6.1797 -2.1497
49 H -0.7587 -6.4496 -4.3588
50 H -1.7170 -4.4844 -5.4613
51 H -1.4370 -2.2678 -4.3345
52 H -0.5230 -2.0544 -2.2295
53 C 2.2333 0.2168 -3.5987
54 C 1.3737 0.0006 -4.7001
55 C 1.4853 0.9416 -5.7770
56 C 2.4167 1.9812 -5.7489
57 C 3.2713 2.1567 -4.6695
58 C 3.1426 1.2654 -3.6111
59 H 2.2963 -0.4888 -2.7835
60 H 0.5472 -0.6762 -4.5412
61 H 0.8614 0.8587 -6.6546
62 H 2.5140 2.5387 -6.6688
63 H 4.0004 2.9475 -4.5716
64 H 3.7555 1.4803 -2.7482
65 C -0.3128 4.7702 -0.1892
66 C -0.6450 4.6940 -1.5444
67 C -1.9128 5.0425 -1.9839
68 C -2.8569 5.1972 -1.0020
69 C -2.5633 5.3315 0.2873
70 C -1.2583 5.1209 0.6822
71 H 0.7064 4.6062 0.1282
72 H 0.1957 4.5476 -2.2064
73 H -2.1382 5.0598 -3.0399
74 H -3.8040 5.3984 -1.4806
75 H -3.2608 5.3365 1.1118
76 H -1.0469 5.3603 1.7139
77 C 3.7476 -2.0858 3.8942
78 C 3.6429 -2.0760 2.5046
79 C 4.4750 -1.3404 1.6936
80 C 5.4238 -0.5730 2.3809
81 C 5.5893 -0.5201 3.7830
82 C 4.7247 -1.3237 4.4769
83 H 3.2085 -2.8393 4.4491
84 H 2.8690 -2.6517 2.0185
85 H 4.4648 -1.3399 0.6137
86 H 5.8854 0.2356 1.8336
87 H 6.2681 0.1268 4.3188
88 H 4.8179 -1.2931 5.5525
89 C 5.0894 -4.5802 -2.9351
90 C 6.0415 -4.8356 -1.9902
91 C 5.7321 -4.6875 -0.6559
92 C 4.4453 -4.4119 -0.2649
93 C 3.4706 -4.1235 -1.2309
94 C 3.7969 -4.2064 -2.5402
95 H 5.3694 -4.6742 -3.9739
96 H 7.0503 -5.1040 -2.2674
97 H 6.4584 -4.9127 0.1110
98 H 4.1459 -4.3725 0.7720
99 H 2.4713 -4.0858 -0.8230
100 H 3.0285 -4.0838 -3.2891
101 C -6.5413 3.3327 0.9220
102 C -5.5888 2.3610 0.8341
103 C -5.9035 1.0520 1.1304
104 C -7.2154 0.6721 1.2286
105 C -8.1975 1.6616 1.0662
106 C -7.8766 3.0168 0.9464
107 H -6.1807 4.3503 0.8908
108 H -4.5271 2.5570 0.8071
109 H -5.1877 0.3166 1.4671
110 H -7.4864 -0.3591 1.4007
111 H -9.2328 1.4116 1.2455
112 H -8.5453 3.8463 0.7696
113 O -2.1873 1.0593 -8.3345
114 C -2.7991 0.8559 -7.2951
115 O -4.1340 0.5753 -7.3691
116 C -4.7763 0.5993 -6.1084
117 C -3.6319 0.8505 -5.1074
118 C -2.4075 1.2303 -5.9030
119 H -5.3706 -0.2433 -5.7549
120 H -5.4956 1.4174 -6.1479
121 H -3.5115 0.0274 -4.4030
122 H -3.9841 1.6511 -4.4570
123 H -1.5901 0.5588 -5.6401
124 H -2.1391 2.2866 -5.8848
125 O 0.7833 -4.8819 4.1429
126 C 0.2742 -4.4325 3.1110
127 O 0.7503 -3.2462 2.6155
128 C -0.2389 -2.7879 1.6243
129 C -1.3813 -3.7470 1.5992
130 C -0.8461 -4.9802 2.2251
131 H 0.1705 -2.9561 0.6283
132 H -0.5278 -1.7468 1.7683
133 H -1.7588 -3.9672 0.6007
134 H -2.1914 -3.2705 2.1512
135 H -0.3249 -5.5062 1.4253
136 H -1.5690 -5.6007 2.7548

Net charge: 0
Energy above the lowest of the compared OMol25 structures with the same formula, charge and spin in eV: 1.5314
Spin multiplicity: 1
E_HOMO in eV: -8.79
Orbital gap in eV: 8.95

---

no.,largest force on an atom (eV/A)
1,2.02
2,4.73